1.
DFT (the ωB97M-V functional and the def2-TZVPD basis) results for a single C2H6N2 molecule in a non-equilibrium geometry.

Values from the calculation:
strongest force on any atom: 5.12 eV Å⁻¹
energy relative to the best compared isomer or geometry (same formula, charge and spin): 3.172 eV
E_HOMO: -0.3097 hartree
structure (SMILES): C/C=N\N
net charge: 0

The geometry in XYZ format:
```
10
C2H6N2 the ωB97M-V functional and the def2-TZVPD basis
C 1.292 -0.214 -0.059
C 0.307 0.840 0.062
N -0.906 0.876 -0.052
N -1.699 -0.234 0.043
H 0.989 -0.933 -0.852
H 1.387 -0.837 1.025
H 2.344 -0.024 -0.198
H 0.639 1.878 0.108
H -2.776 -0.017 -0.191
H -1.576 -1.337 0.114
```

=====

2.
DFT (the ωB97M-V functional and the def2-TZVPD basis) results for a single C11H15O2P molecule in a non-equilibrium geometry.

Values from the calculation:
strongest force on any atom: 4.64 eV Å⁻¹
energy relative to the best compared isomer or geometry (same formula, charge and spin): 2.525 eV
E_HOMO: -0.3191 hartree
structure (SMILES): CCP(=O)(CC)C(=O)c1ccccc1
net charge: 0

The geometry in XYZ format:
```
29
C11H15O2P the ωB97M-V functional and the def2-TZVPD basis
C 3.621 0.191 1.208
C 3.051 -0.981 0.474
P 1.499 -0.360 -0.517
O 1.712 0.722 -1.447
C 0.844 -1.866 -1.307
C -0.501 -1.663 -2.042
C 0.034 -0.018 1.033
O 0.306 -0.347 2.139
C -1.201 0.582 0.636
C -2.283 0.435 1.562
C -3.473 1.039 1.230
C -3.592 1.902 0.163
C -2.466 2.132 -0.651
C -1.237 1.589 -0.334
H 3.640 1.120 0.660
H 2.895 0.467 2.040
H 4.759 0.298 1.390
H 2.842 -1.800 1.104
H 3.679 -1.154 -0.370
H 1.626 -2.458 -1.839
H 0.683 -2.506 -0.487
H -1.111 -1.062 -1.438
H -0.444 -1.273 -3.095
H -0.956 -2.652 -2.024
H -2.348 -0.396 2.280
H -4.464 0.925 1.846
H -4.515 2.343 0.043
H -2.337 2.924 -1.443
H -0.262 1.866 -0.810
```

=====

3.
DFT (the ωB97M-V functional and the def2-TZVPD basis) results for a single C3H6F3N molecule in a non-equilibrium geometry.

Values from the calculation:
strongest force on any atom: 5.86 eV Å⁻¹
energy relative to the best compared isomer or geometry (same formula, charge and spin): 5.279 eV
E_HOMO: -0.4129 hartree
structure (SMILES): CC(C)(F)N(F)F
net charge: 0

The geometry in XYZ format:
```
13
C3H6F3N the ωB97M-V functional and the def2-TZVPD basis
C 0.514 -1.381 -0.059
C -0.223 -0.027 -0.315
C 0.789 1.379 0.110
F -0.540 0.108 -1.677
N -1.315 0.019 0.543
F -2.130 1.196 0.320
F -2.253 -0.967 0.234
H 0.766 -1.590 1.032
H -0.195 -2.271 -0.234
H 1.311 -1.260 -0.769
H 0.522 2.305 -0.217
H 0.952 1.278 1.194
H 1.802 1.211 -0.161
```

=====

4.
DFT (the ωB97M-V functional and the def2-TZVPD basis) results for 2 unconnected molecules or ions with the total composition Cl4H2Si2 in a non-equilibrium geometry.

Values from the calculation:
strongest force on any atom: 2.68 eV Å⁻¹
energy relative to the best compared isomer or geometry (same formula, charge and spin): 1.744 eV
E_HOMO: -0.3303 hartree
net charge: 0

The geometry in XYZ format:
```
8
Cl4H2Si2 the ωB97M-V functional and the def2-TZVPD basis
Si 1.675 1.951 1.740
Si -1.346 -1.013 -1.005
Cl 0.509 -0.444 -0.466
Cl 3.058 0.495 2.323
Cl -2.806 -0.914 0.392
Cl -2.016 0.285 -2.400
H 2.196 2.096 0.461
H -1.270 -2.456 -1.045
```

=====

5.
DFT (the ωB97M-V functional and the def2-TZVPD basis) results for a molecular structure, C61H60BaCl2I3N7O9P2S3 in a non-equilibrium geometry.

Values from the calculation:
strongest force on any atom: 3.44 eV Å⁻¹
E_HOMO: -0.0567 hartree
net charge: -2

The geometry in XYZ format:
```
148
C61H60BaCl2I3N7O9P2S3 the ωB97M-V functional and the def2-TZVPD basis
Ba -0.181 -0.685 0.994
I -7.256 -0.889 -3.387
C -5.623 -1.065 -2.079
C -5.174 -2.321 -1.707
C -4.076 -2.409 -0.867
I -3.479 -4.293 -0.188
C -3.353 -1.282 -0.402
O -2.267 -1.375 0.292
C -3.916 -0.018 -0.738
C -3.265 1.217 -0.165
N -1.960 1.470 -0.776
C -2.024 2.010 -2.108
C -1.079 1.336 -3.087
C -1.310 1.491 -4.454
C -0.520 0.806 -5.358
C 0.500 -0.001 -4.874
C 0.695 -0.054 -3.505
N -0.079 0.588 -2.622
C -5.014 0.079 -1.576
H -5.666 -3.217 -2.058
H -3.099 1.064 0.899
H -3.956 2.066 -0.277
H -1.358 2.025 -0.178
H -1.843 3.092 -2.130
H -3.031 1.852 -2.503
H -2.130 2.117 -4.791
H -0.708 0.884 -6.423
H 1.128 -0.586 -5.534
H 1.496 -0.657 -3.082
H -5.405 1.060 -1.824
O -2.657 4.258 4.239
C -3.188 3.024 4.212
C -4.385 2.812 4.898
C -4.976 1.561 4.913
C -4.386 0.492 4.243
C -3.205 0.701 3.554
C -2.590 1.954 3.519
C -1.327 2.105 2.743
O -0.932 1.139 2.011
N -0.739 3.283 2.866
N 0.477 3.372 2.234
C 0.979 4.521 2.180
S 0.218 6.008 2.801
C 1.393 7.101 1.967
C 2.768 6.460 2.026
S 2.594 4.750 1.479
H -1.799 4.184 3.731
H -4.830 3.654 5.415
H -5.901 1.416 5.460
H -4.840 -0.490 4.257
H -2.723 -0.119 3.040
H 1.374 8.063 2.482
H 1.083 7.238 0.932
H 3.168 6.490 3.039
H 3.466 6.946 1.342
I -0.088 -3.919 2.280
C 0.500 -5.827 1.581
C 0.290 -6.766 2.559
C 0.683 -8.109 2.415
C 1.307 -8.489 1.273
C 1.551 -7.557 0.234
C 2.212 -8.037 -0.919
C 2.472 -7.203 -1.957
C 2.075 -5.858 -1.873
C 1.426 -5.316 -0.789
P 1.010 -3.470 -0.994
C 2.441 -3.024 -2.033
C 4.656 -2.138 -1.544
C 5.546 -2.632 -2.608
C 5.013 -2.635 -3.872
C 3.651 -2.413 -4.177
C 2.504 -2.735 -3.350
C -0.306 -3.565 -2.287
C -0.741 -4.697 -2.971
C -1.757 -4.604 -3.917
C -2.349 -3.380 -4.202
C -1.927 -2.244 -3.525
C -0.928 -2.347 -2.570
C 1.146 -6.179 0.340
H -0.189 -6.454 3.477
H 0.495 -8.817 3.215
H 1.629 -9.516 1.125
H 2.509 -9.080 -0.947
H 2.979 -7.558 -2.847
H 2.300 -5.212 -2.713
H 5.176 -2.046 -0.587
H 6.527 -3.024 -2.366
H 5.679 -2.804 -4.723
H 3.421 -2.219 -5.221
H 1.546 -2.749 -3.861
H -0.309 -5.665 -2.759
H -2.095 -5.499 -4.427
H -3.153 -3.317 -4.926
H -2.390 -1.281 -3.719
H -0.637 -1.457 -2.022
C -1.189 6.737 -3.069
C -0.316 6.703 -1.811
C 0.337 5.370 -1.616
N -0.168 4.422 -0.912
N 0.562 3.255 -0.923
C 1.635 3.346 -1.649
N 2.528 2.360 -1.825
S 1.834 4.917 -2.397
H -1.646 7.720 -3.199
H -1.984 5.993 -2.992
H -0.600 6.511 -3.960
H -0.926 6.892 -0.927
H 0.447 7.483 -1.871
H 2.363 1.430 -1.458
H 3.327 2.460 -2.421
C 5.395 0.780 1.534
O 4.514 -0.313 1.318
P 2.914 -0.096 1.654
O 3.196 0.402 3.178
C 2.224 1.141 3.944
O 2.521 -1.659 1.803
C 3.125 -2.443 2.848
H 5.611 0.903 2.595
H 4.979 1.722 1.156
H 6.320 0.563 1.001
H 2.782 1.773 4.634
H 1.580 0.455 4.489
H 1.612 1.768 3.295
H 3.279 -3.442 2.443
H 2.438 -2.479 3.691
H 4.077 -2.014 3.150
Cl -0.197 -1.358 3.889
C 7.281 0.412 -4.753
C 5.922 0.625 -5.368
C 5.776 0.458 -6.743
C 4.569 0.703 -7.368
Cl 4.442 0.497 -9.102
C 3.471 1.130 -6.644
C 3.598 1.275 -5.275
C 4.797 1.010 -4.634
O 4.834 1.255 -3.282
C 5.239 0.199 -2.404
C 4.146 -0.726 -1.876
O 3.540 -3.040 -1.204
O 3.069 -0.300 -1.524
H 8.057 0.599 -5.496
H 7.395 -0.615 -4.395
H 7.445 1.084 -3.910
H 6.628 0.140 -7.333
H 2.530 1.334 -7.139
H 2.750 1.577 -4.675
H 5.633 0.712 -1.524
H 6.017 -0.413 -2.834
```

=====

6.
DFT (the ωB97M-V functional and the def2-TZVPD basis) results for a single C21H20F2N2O2 molecule in a non-equilibrium geometry.

Values from the calculation:
strongest force on any atom: 3.82 eV Å⁻¹
energy relative to the best compared isomer or geometry (same formula, charge and spin): 0.000 eV
E_HOMO: -0.3212 hartree
structure (SMILES): N[C@H](C(=O)N1CC(c2cc(F)ccc2F)=C[C@H]1c1cccc(O)c1)C1CC1
net charge: 0

The geometry in XYZ format:
```
47
C21H20F2N2O2 the ωB97M-V functional and the def2-TZVPD basis
N 2.990 2.291 0.448
C 1.631 2.030 -0.182
C 1.339 0.516 -0.421
O 2.206 -0.270 -0.130
N 0.099 -0.078 -0.637
C -0.103 -1.527 -0.379
C -1.465 -1.809 -0.990
C -2.101 -3.144 -1.203
C -1.313 -4.331 -1.178
C -1.840 -5.594 -1.401
F -1.121 -6.820 -1.242
C -3.145 -5.681 -1.734
C -4.065 -4.641 -1.738
C -3.535 -3.345 -1.608
F -4.360 -2.337 -1.882
C -1.991 -0.618 -1.408
C -1.170 0.520 -1.065
C -1.681 1.362 0.031
C -2.427 2.560 -0.264
C -3.080 3.241 0.755
C -2.757 2.975 2.150
C -1.970 1.878 2.404
O -1.557 1.501 3.689
C -1.541 1.075 1.382
C 1.766 2.795 -1.508
C 2.396 4.226 -1.687
C 0.886 4.103 -1.582
H 3.757 2.023 -0.186
H 3.079 1.730 1.244
H 0.782 2.484 0.445
H 0.689 -2.102 -0.892
H -0.080 -1.710 0.735
H -0.211 -4.329 -0.985
H -3.463 -6.671 -2.131
H -5.178 -4.798 -1.957
H -2.971 -0.388 -1.885
H -0.962 1.275 -1.912
H -2.644 2.755 -1.254
H -3.616 4.160 0.575
H -3.074 3.748 2.810
H -1.971 2.091 4.271
H -1.046 0.154 1.744
H 1.720 2.192 -2.467
H 3.012 4.629 -0.817
H 2.801 4.757 -2.537
H 0.424 4.423 -2.488
H 0.420 4.472 -0.665
```

=====

7.
DFT (the ωB97M-V functional and the def2-TZVPD basis) results for a molecular structure, C21H19F7N6O9S3Ti.

Values from the calculation:
strongest force on any atom: 0.74 eV Å⁻¹
energy relative to the best compared isomer or geometry (same formula, charge and spin): 0.155 eV
E_HOMO: -0.5184 hartree
net charge: +2

The geometry in XYZ format:
```
66
C21H19F7N6O9S3Ti the ωB97M-V functional and the def2-TZVPD basis
Ti 0.316 -0.187 0.239
C -2.663 -2.382 2.180
C -1.968 -1.074 2.184
O -1.012 -0.873 1.356
N -2.264 -0.103 2.997
C -1.594 1.203 2.901
C -0.145 1.181 3.317
C 0.172 1.508 4.625
C 1.497 1.621 5.012
C 2.472 1.427 4.055
C 2.081 1.078 2.774
N 0.808 0.930 2.396
H -3.045 -2.557 1.173
H -3.475 -2.422 2.901
H -1.932 -3.161 2.400
H -3.016 -0.238 3.656
H -2.145 1.880 3.547
H -1.712 1.556 1.881
H -0.627 1.701 5.328
H 1.756 1.879 6.031
H 3.524 1.536 4.280
H 2.829 0.922 2.017
F 3.858 -2.900 2.351
C 4.398 -1.837 1.790
F 5.571 -2.114 1.275
F 4.491 -0.849 2.665
S 3.279 -1.346 0.394
O 1.954 -1.152 1.054
O 3.337 -2.358 -0.602
N 3.850 0.077 -0.009
S 3.140 0.706 -1.251
O 3.707 0.540 -2.537
O 1.690 0.297 -1.198
C 3.112 2.528 -0.891
F 2.772 2.746 0.369
F 4.309 3.005 -1.138
F 2.214 3.069 -1.700
S -0.077 -2.430 -0.787
C 0.891 -2.741 -2.193
N 1.216 -1.773 -3.070
C 1.968 -1.972 -4.176
C 2.413 -3.226 -4.477
C 2.075 -4.272 -3.612
C 1.330 -4.035 -2.479
H 0.894 -0.836 -2.870
H 2.173 -1.094 -4.770
H 3.011 -3.388 -5.361
H 2.416 -5.276 -3.825
H 1.088 -4.830 -1.788
F -5.948 2.401 -4.160
C -5.277 2.069 -3.074
C -4.002 2.413 -2.904
N -3.306 2.047 -1.750
C -1.940 2.493 -1.549
C -1.103 1.438 -0.876
O -1.050 0.237 -1.263
O -0.302 1.723 0.073
C -3.904 1.359 -0.728
O -3.289 1.075 0.298
N -5.201 1.004 -0.941
C -6.006 1.294 -2.060
O -7.145 0.935 -2.127
H -3.456 2.984 -3.640
H -1.866 3.422 -0.984
H -1.490 2.649 -2.532
H -5.654 0.495 -0.195
```

=====

8.
DFT (the ωB97M-V functional and the def2-TZVPD basis) results for a molecular structure, C11H25F5NO3P2ScTe in a non-equilibrium geometry.

Values from the calculation:
strongest force on any atom: 2.17 eV Å⁻¹
E_HOMO: -0.2892 hartree
net charge: 0

The geometry in XYZ format:
```
49
C11H25F5NO3P2ScTe the ωB97M-V functional and the def2-TZVPD basis
C -0.813 -3.641 0.059
C -0.456 -2.343 -0.299
N -0.278 -1.384 0.644
C -0.353 -1.726 1.950
C -0.656 -3.028 2.361
C -0.918 -3.999 1.395
C -0.289 -2.003 -1.749
P 0.887 -0.648 -2.071
Sc 0.325 0.854 -0.005
P -0.317 1.050 2.483
C -0.084 -0.690 3.050
O -2.517 -1.283 -2.942
O -2.358 1.140 -2.425
H -0.979 -4.359 -0.740
H -0.706 -3.229 3.433
H -1.180 -5.008 1.696
C 2.503 -1.465 -2.241
C 0.535 -0.144 -3.778
H -0.779 -0.853 3.894
H 0.952 -0.787 3.435
H -1.372 -1.700 -2.243
H 0.049 -2.889 -2.312
C 0.702 2.039 3.601
C -2.028 1.377 3.008
H -1.969 1.177 -1.407
H -1.983 1.893 -2.900
H -2.473 -0.232 -2.801
H -3.303 -1.573 -2.444
H 1.843 0.002 0.251
H -1.513 1.066 -0.337
H 2.520 -2.121 -3.123
H 3.267 -0.679 -2.344
H 2.724 -2.041 -1.335
H 0.696 -0.977 -4.475
H -0.496 0.220 -3.865
H 1.213 0.683 -4.031
H -2.117 1.297 4.101
H -2.285 2.392 2.673
H -2.700 0.664 2.511
H 0.306 1.979 4.625
H 1.739 1.681 3.560
H 0.679 3.074 3.231
F 2.519 2.380 0.913
Te 1.982 3.779 -0.346
F 0.948 4.469 1.110
F 3.480 4.835 0.234
F 1.401 5.151 -1.525
F 3.088 2.927 -1.653
O 0.564 2.671 -0.827
```

=====

Question: The highest E_HOMO belongs to which entry?
Answer: C61H60BaCl2I3N7O9P2S3

=====

Question: What is the E_HOMO in the fifth record?
Answer: -0.0567 hartree

=====

Question: The highest E_HOMO belongs to which entry?
Answer: C61H60BaCl2I3N7O9P2S3